(1)
Density functional theory data (ωB97M-V/def2-TZVPD) for 16 unconnected molecules or ions with the total composition C11H41F7O18PS in a non-equilibrium geometry.

```
79
Properties=species:S:1:pos:R:3:forces:R:3:lowdin_charge:R:1
H 0.1978 4.6818 -8.3537 0.0 0.0 -0.1 0.04
H -5.6503 -5.9250 -3.1581 0.1 0.0 0.0 0.05
H 1.9916 -2.3530 5.3633 -0.1 0.0 0.0 0.02
H 0.5903 6.0615 -1.7492 0.1 0.0 0.0 0.06
F -1.6806 4.0224 -5.5320 0.0 0.2 -0.1 0.20
F -2.9055 4.0401 -3.3911 -0.1 0.3 0.2 0.18
H 1.9385 4.6626 4.8984 -0.1 0.0 0.1 0.07
H -1.5633 5.3926 3.6140 0.1 0.0 0.1 0.06
H -2.4532 -2.1937 -2.0217 0.1 -0.3 0.1 0.07
O 1.5942 3.9063 4.4087 0.1 0.3 0.1 -0.06
F -1.4944 3.0457 -1.5457 0.4 0.2 -0.1 0.15
O 1.9851 -3.4214 -1.8407 -0.1 0.2 -0.2 -0.04
O 1.3658 -4.3277 5.7959 -0.1 -0.2 -0.1 -0.04
H 3.5921 -4.4623 -2.8223 0.2 -0.1 0.1 -0.02
O -1.2753 -0.1222 -3.6176 -0.6 0.1 0.1 -0.26
O -5.2848 -6.0258 -2.2736 0.0 0.1 0.1 -0.04
C 1.1088 0.5634 2.3645 0.2 0.4 0.1 -0.01
C -2.0521 2.1621 -2.3577 -0.4 -0.4 -0.2 -0.49
H 2.4409 -2.6771 -2.2533 0.0 0.0 0.0 0.06
O 4.2395 -4.9951 -3.2985 -0.1 0.1 -0.1 -0.05
O 1.6467 -1.6873 4.7534 0.1 0.0 -0.1 -0.06
O 2.0952 6.0375 1.5102 -0.1 0.0 0.0 -0.04
H 4.4368 -4.5054 -4.1030 0.1 0.0 0.0 0.04
H -0.7504 -3.7800 3.3816 -0.1 0.0 0.0 0.03
H -1.1616 5.2717 2.1499 0.1 0.0 0.0 0.05
H -6.6992 -0.1963 0.0169 0.0 -0.1 0.1 0.05
H 0.9754 -4.2375 4.9180 0.0 0.2 0.0 0.02
C 3.6693 -0.3835 1.8662 -0.4 -0.1 0.0 -0.05
H -3.1057 -2.2330 -0.3519 0.1 -0.2 0.1 0.07
H 2.6807 -2.0010 0.8098 0.1 -0.1 0.0 0.12
C -2.7852 -1.6029 -1.1739 -0.1 0.7 -0.3 -0.21
H 4.6531 -0.7797 1.6701 0.2 0.1 0.0 0.11
O -2.9108 -4.5032 -1.0924 0.2 -0.1 -0.2 -0.06
H 0.9137 4.2758 3.8290 -0.1 0.1 0.0 0.01
H 0.3057 4.5680 -1.6835 0.1 0.0 0.0 0.01
H 2.2394 -5.8190 4.2263 0.1 -0.1 0.2 -0.01
H -0.3320 -2.8975 2.2223 0.2 0.0 0.1 0.00
F -3.5635 2.1290 -4.1580 -0.2 -0.4 -0.3 0.20
O 0.1375 -1.2711 1.1905 0.5 0.1 -0.2 -0.15
O 0.8169 5.2634 -1.2595 -0.2 0.1 0.0 -0.03
O -0.7998 5.2587 3.0418 0.0 -0.1 -0.1 -0.04
C 2.2066 1.2787 2.8439 0.0 -0.7 -0.4 -0.04
H -6.0539 -6.0996 -1.6989 0.0 0.0 0.0 0.05
O -0.4141 -3.8239 2.4820 -0.1 0.0 0.0 -0.05
H 3.8696 4.1751 2.0344 0.0 0.2 0.0 0.03
H -5.9556 -0.1873 -1.2987 -0.1 -0.1 -0.1 0.03
O -6.0727 -0.7137 -0.5009 0.2 0.2 -0.1 -0.06
O 0.4188 1.0803 -2.2900 -0.1 0.3 0.4 -0.27
O 4.2368 4.0392 2.9138 0.1 -0.2 0.1 -0.06
C 3.4872 0.7838 2.6003 -0.1 0.1 0.0 -0.06
H 0.6139 -4.4207 6.3909 0.1 0.0 0.1 0.06
S -0.9350 0.6731 -2.4819 1.1 -0.3 -0.4 0.64
O 2.7531 -6.3069 3.5739 -0.1 0.1 -0.1 -0.05
C 1.2988 -0.6002 1.6374 0.1 0.7 0.6 -0.28
F -0.2360 3.0758 -4.2521 0.6 -0.1 0.4 0.20
H -2.0858 -4.9426 -1.3233 0.0 -0.1 0.1 0.05
H 3.4643 4.0650 3.4931 0.0 0.0 -0.2 -0.01
H -3.5918 -5.1333 -1.3693 -0.2 0.0 -0.1 0.01
C 0.0879 -1.3674 -0.2040 -0.4 -0.6 0.2 -0.29
H 1.5721 -3.8853 -2.5800 0.0 -0.1 0.1 0.06
H -1.8449 0.4113 0.2726 0.1 0.0 0.0 0.08
C -2.5177 2.8031 -3.7155 0.5 0.3 0.4 -0.38
H 1.3417 6.2039 2.0874 0.0 0.0 0.0 0.01
H 0.9679 -0.9828 -0.7111 0.0 0.3 -0.1 0.10
H -0.1642 3.6696 -7.2818 0.0 0.0 0.0 -0.01
F -1.4351 1.9054 -5.6228 0.2 -0.6 -0.2 0.22
H 4.3322 1.3346 2.9823 0.1 0.0 0.0 0.11
C 2.5690 -1.0872 1.3777 -0.3 0.0 -0.1 -0.02
H -0.0494 -2.4101 -0.4971 0.0 -0.1 -0.1 0.11
H 2.3956 -1.4663 4.1885 0.0 0.1 0.0 0.02
H -3.6145 -0.9874 -1.5140 -0.2 0.0 0.1 0.05
F -3.1547 1.6931 -1.7385 -0.2 -0.2 0.1 0.09
H 2.0554 2.1927 3.3993 0.1 -0.1 0.0 0.07
H 1.7249 6.0288 0.6203 0.0 -0.1 -0.1 0.00
H 0.1180 0.9449 2.5725 -0.2 -0.2 0.0 0.12
H 2.1939 -7.0496 3.3279 0.0 0.0 0.0 0.04
O 0.1530 3.7353 -8.1845 0.0 0.0 0.0 -0.04
C -1.4210 2.9340 -4.8146 -0.9 0.5 -0.4 -0.59
P -1.4615 -0.5056 -0.7130 -0.2 -0.2 0.1 1.07
```
Positions in Å, forces in eV/Å.

Calculated values
E_HOMO (eV): -11.7044
LUMO level (eV): -4.0443
Total charge: +1
Energy (a.u.): -3236.33911

=====

(2)
Density functional theory data (ωB97M-V/def2-TZVPD) for 2 unconnected molecules or ions with the total composition C4H11OS.

```
17
Properties=species:S:1:pos:R:3:forces:R:3:lowdin_charge:R:1
H 1.7726 -2.6568 0.2152 0.2 0.0 0.0 0.04
C 0.5283 0.6579 -1.2647 -0.3 0.1 0.1 -0.13
H -2.1129 -0.3451 -0.6302 -0.1 -0.1 -0.2 0.06
H -0.4654 2.1107 -0.0306 0.1 0.1 -0.1 0.08
C 1.9496 -1.7661 0.8705 -0.2 0.0 0.2 -0.45
H 0.2822 -0.0346 -2.0719 0.1 0.0 -0.2 0.06
C -1.5942 0.3388 0.0345 -0.3 0.1 -0.1 -0.57
S -2.8797 1.1871 1.0341 0.0 0.0 -0.1 0.62
C -0.7408 1.3320 -0.7467 0.1 0.0 0.5 -0.35
H 2.8000 -1.2104 0.4017 0.1 0.0 -0.1 0.03
H 2.3934 -2.1818 1.8125 0.0 0.0 -0.1 0.03
O 0.8447 -1.0085 1.0623 0.0 -0.1 0.3 -0.43
H 1.2391 1.4091 -1.6157 0.1 -0.1 -0.1 0.06
H 0.9205 0.0667 -0.4110 0.1 0.1 -0.3 0.03
H -0.9631 -0.2595 0.6898 0.2 0.0 0.1 0.03
H -1.3219 1.8157 -1.5334 -0.1 0.1 -0.1 0.08
H -2.6524 0.5449 2.1835 0.0 0.0 0.0 -0.17
```
Positions in Å, forces in eV/Å.

Calculated values
E_HOMO (eV): -2.6732
Energy above the lowest of the compared OMol25 structures with the same formula, charge and spin (kcal per mole): 37.71
LUMO level (eV): 3.3263
Total charge: -1
Energy (a.u.): -632.40297

=====

(3)
Density functional theory data (ωB97M-V/def2-TZVPD) for a molecular structure, C22H50Cl10N2 in a non-equilibrium geometry.

```
84
Properties=species:S:1:pos:R:3:forces:R:3:lowdin_charge:R:1
Cl -3.9194 4.6874 -2.0071 0.3 0.7 -0.4 0.47
H -1.0299 3.2790 3.8539 -1.0 -0.5 -1.2 0.07
H -2.6307 4.7268 2.4225 0.2 0.5 0.7 0.08
H -1.0227 -5.3280 -1.6583 -0.6 2.0 1.2 0.15
H 3.7478 2.0030 2.8660 -0.4 -1.0 -0.1 0.04
H -3.4785 -6.6556 0.1701 -5.3 -3.6 -1.9 0.00
H -5.0870 0.0128 -1.6809 0.0 -0.8 0.0 0.06
H 0.7086 -4.0225 -2.5158 -0.5 1.7 1.2 0.10
C 3.4104 -1.8666 -1.6532 -0.3 3.4 1.0 -0.03
H -0.8993 2.8523 -3.1392 -2.5 0.3 -0.2 0.13
C 3.4899 -0.3963 -1.0506 -0.3 0.0 0.2 -0.16
H 5.8635 -0.9336 1.3747 0.7 1.8 2.4 0.13
C -2.1145 3.8349 2.1219 1.6 2.0 -3.4 -0.68
C -4.4505 -0.5861 -1.0214 1.4 -0.2 -0.8 -0.58
C 0.0266 -3.3555 -1.8573 0.9 -2.8 1.6 -0.08
Cl -4.9209 0.0720 0.6676 0.5 -1.0 -1.6 0.50
Cl -1.4175 1.2543 2.6633 -4.0 -0.4 6.5 0.72
C -0.8053 -4.4013 -0.9667 -0.8 1.4 -3.4 -0.20
H -1.9385 -6.5346 0.0103 0.6 0.8 0.4 0.09
Cl 0.6833 2.6430 -0.2400 -6.7 -6.7 0.8 0.47
H 3.9420 0.1603 2.8794 -1.2 -1.6 1.4 0.03
H -2.7296 -1.4104 0.4930 0.4 0.2 1.9 0.04
H 2.9077 -2.5580 -1.0362 -1.8 -0.2 0.6 0.06
H -3.8453 -2.5264 -2.2497 -0.1 1.6 1.1 0.10
H -2.9755 -5.9120 1.5161 1.4 -0.9 -1.9 0.14
C -2.5748 -1.9678 1.4778 2.4 0.1 -4.8 -0.09
H 1.4807 5.8174 -0.3486 -1.3 0.9 -1.6 0.05
Cl 2.4544 3.6638 -0.5233 7.6 6.0 -1.8 0.48
H -3.3622 -4.8485 -1.1336 -0.3 1.1 0.8 0.14
H -1.4494 -3.6994 1.8302 0.6 -0.8 -0.3 0.13
Cl -3.2123 3.2428 0.8759 -0.4 -0.4 -0.5 0.61
H 5.2404 1.2362 2.9113 1.2 -0.1 -0.6 0.04
H 0.5182 5.6876 1.5604 -2.5 7.1 3.1 0.01
C -2.8224 -5.9717 0.3201 4.3 1.2 7.2 -0.11
C -0.2199 1.4045 0.7367 0.8 -0.6 -5.3 -0.70
Cl -0.6836 -0.1041 -1.6083 0.1 0.3 0.6 0.61
H 4.3131 -2.2749 -1.5161 4.2 -1.3 0.0 0.01
N -1.9379 -3.7134 -0.3042 -0.1 -0.5 1.1 -0.18
H -2.7655 2.9081 3.9359 1.2 -0.6 -1.6 0.12
H -3.5085 -2.2368 1.7645 -2.7 -1.2 1.1 0.02
C 4.2573 1.0766 2.5255 -0.2 1.7 -3.1 -0.03
C 6.2892 -0.1407 -0.5845 5.6 1.8 -3.7 -0.12
Cl -5.9449 -2.7818 -1.3461 -0.7 -0.7 0.1 0.52
H -0.7829 -2.5131 0.7579 3.7 1.7 -0.4 0.04
C 0.7226 4.7822 1.4059 3.4 -6.8 -3.9 -0.62
H 0.2655 1.3128 1.6805 1.1 0.7 -0.4 -0.04
C 3.9442 0.9188 0.8848 1.6 1.4 3.0 -0.24
C -2.0566 3.0512 -2.8961 4.2 1.4 -3.7 -0.77
H 4.3912 1.8327 0.4059 0.3 -1.2 -0.3 0.10
H -1.3089 1.6937 0.8095 2.1 -0.7 -1.6 -0.04
H -0.0522 4.2270 0.8112 1.3 1.1 1.0 -0.02
H 2.9553 1.1261 0.9137 -3.5 0.8 -0.2 0.02
H -3.7584 -2.6483 -0.4573 -0.8 1.3 -1.4 0.00
C -1.8799 2.9144 3.1772 -0.1 -1.1 5.4 -0.60
H 2.7509 5.6153 0.6991 -1.5 -0.9 0.3 0.10
H -3.9665 -4.1646 0.3680 1.2 -0.3 0.2 0.12
H 0.4655 -2.5858 -1.1899 0.7 -1.0 -0.4 0.02
C -1.5904 -3.0661 0.9490 -2.8 -0.8 1.8 -0.22
H 6.9299 -0.9872 -1.0163 -0.4 1.0 1.0 0.10
C 1.7879 5.1070 0.3417 3.5 -0.9 1.7 -0.53
C -4.2897 -2.1054 -1.2887 -1.4 -1.0 0.9 -0.63
Cl 1.3816 3.6887 2.6935 -0.5 1.2 -0.5 0.67
H -1.6013 4.7765 -1.7127 -0.3 -0.3 -1.1 0.07
H -0.5508 -2.7242 -2.4514 -1.5 0.4 -1.3 0.00
H 3.2300 -1.9177 -2.6836 -0.9 0.0 -1.3 0.06
H 2.4267 -0.0065 -1.0541 1.3 -0.4 0.8 0.08
C 5.4715 -0.5823 0.4707 -1.2 -6.8 -2.0 -0.40
C -3.0284 -4.6075 -0.0528 -2.9 0.1 -6.0 -0.34
H -2.2238 2.3908 -2.1812 -0.8 -2.2 4.0 -0.05
H -0.5149 -0.5412 0.6249 -3.7 -4.9 3.8 -0.05
H -3.4199 -0.3844 -1.3173 0.2 1.5 0.8 0.01
C 0.0534 -0.0128 0.0806 -1.0 6.5 -3.7 -0.48
H 6.0141 0.3017 -1.6168 -0.6 -0.3 2.3 0.11
H 4.0021 0.4847 -1.5672 -0.3 -1.8 -0.4 0.12
Cl -3.1847 2.5382 -4.1244 -0.1 -0.4 -1.3 0.58
H -1.1103 4.1378 1.5955 -3.2 -0.8 1.5 0.03
H -0.2285 -4.8429 -0.2413 2.0 -0.9 1.8 0.07
H -2.0136 5.1921 -3.4701 -0.3 -0.9 0.7 0.09
H 1.0076 -0.3119 -0.0878 2.7 -0.6 0.3 0.00
H 5.3833 -1.6536 0.3369 0.9 -1.7 -1.2 0.11
C -2.2025 4.4862 -2.6212 -0.5 1.4 1.9 -0.60
N 4.1210 -0.4231 0.3327 -4.8 4.4 1.3 -0.17
H 6.9601 0.5773 -0.0764 0.4 0.1 -1.2 0.08
H -2.0866 -1.4131 2.2315 0.4 0.8 0.7 0.03
```
Positions in Å, forces in eV/Å.

Calculated values
E_HOMO (eV): -7.8830
Energy above the lowest of the compared OMol25 structures with the same formula, charge and spin (kcal per mole): 385.34
LUMO level (eV): 0.2726
Energy (a.u.): -5578.98243